{
  "formula": "C11H19Cl3MoO4S",
  "method": "ωB97M-V with the def2-TZVPD basis set",
  "symbols": ["C", "C", "C", "C", "C", "C", "C", "C", "C", "C", "Mo", "Cl", "Cl", "Cl", "H", "H", "H", "H", "H", "H", "H", "H", "H", "H", "H", "H", "H", "H", "H", "O", "H", "C", "S", "O", "O", "O", "H", "H", "H"],
  "xyz": [[1.943, -0.075, 0.551], [1.737, 0.832, -0.545], [0.842, 0.206, -1.470], [2.495, 2.089, -0.794], [0.469, -1.075, -0.947], [1.165, -1.264, 0.288], [1.152, -2.514, 1.094], [2.866, 0.124, 1.700], [0.582, 0.669, -2.860], [-0.285, -2.132, -1.672], [-0.253, 0.601, 0.627], [0.240, 5.165, -0.708], [0.373, 2.561, 1.672], [-1.559, 1.848, -0.913], [2.951, 2.458, 0.128], [1.834, 2.891, -1.150], [3.292, 1.929, -1.533], [0.489, 1.757, -2.901], [-0.338, 0.225, -3.250], [1.405, 0.367, -3.522], [-1.143, -1.700, -2.198], [-0.655, -2.885, -0.969], [0.350, -2.638, -2.414], [0.178, -3.006, 0.997], [1.307, -2.279, 2.150], [1.928, -3.217, 0.762], [2.901, 1.176, 1.995], [3.884, -0.201, 1.453], [2.517, -0.454, 2.562], [-0.165, -0.254, 2.401], [-1.028, -0.546, 2.731], [-4.652, 0.127, 0.313], [-3.246, -0.269, 1.393], [-2.756, 1.013, 1.936], [-3.757, -1.223, 2.368], [-2.240, -0.892, 0.427], [-5.413, 0.721, 0.835], [-5.128, -0.806, 0.009], [-4.283, 0.673, -0.546]],
  "lumo_ev": [-3.815, -3.807],
  "homo_lumo_gap_ev": [3.89, 3.91],
  "charge": 0,
  "energy_ha": -2578.45812
}

{
  "formula": "C11H19F3NO4",
  "method": "ωB97M-V with the def2-TZVPD basis set",
  "symbols": ["C", "C", "C", "C", "C", "C", "C", "N", "C", "C", "O", "C", "F", "F", "F", "H", "H", "H", "H", "H", "H", "H", "H", "H", "H", "H", "H", "H", "H", "H", "H", "H", "H", "H", "C", "O", "O", "O"],
  "xyz": [[3.733, -0.326, 0.397], [2.605, -1.484, 0.204], [2.357, -1.633, -1.368], [1.329, -1.002, 1.047], [-0.089, -1.391, 0.425], [-1.176, -1.540, 1.634], [-2.522, -1.436, 0.714], [-2.178, -0.964, -0.685], [-0.714, -0.531, -0.766], [-0.869, 1.047, -0.634], [0.359, 1.744, -0.291], [0.247, 2.476, 0.898], [-0.291, 1.726, 1.984], [1.582, 2.777, 1.301], [-0.464, 3.650, 0.660], [4.571, -0.503, -0.350], [4.099, -0.426, 1.485], [3.310, 0.722, 0.256], [3.099, -2.437, 0.611], [1.595, -2.451, -1.587], [1.909, -0.632, -1.722], [3.327, -1.754, -1.970], [1.470, 0.099, 1.276], [1.392, -1.546, 2.063], [-0.032, -2.452, 0.002], [-1.128, -2.537, 2.202], [-1.010, -0.666, 2.362], [-2.821, -2.535, 0.610], [-3.264, -0.828, 1.316], [-2.890, -0.234, -0.939], [-2.433, -1.719, -1.357], [-0.418, -0.967, -1.775], [-1.764, 1.317, 0.040], [-1.174, 1.428, -1.678], [-2.940, 3.794, -1.563], [-2.972, 4.763, -0.769], [-2.965, 3.896, -2.838], [-2.871, 2.555, -1.192]],
  "lumo_ev": 1.588,
  "homo_lumo_gap_ev": 2.49,
  "charge": -1,
  "energy_ha": -1085.68464
}

{
  "formula": "C11H19F7O6Si",
  "method": "ωB97M-V with the def2-TZVPD basis set",
  "symbols": ["F", "C", "F", "F", "C", "F", "F", "C", "F", "F", "Si", "H", "H", "H", "C", "C", "O", "C", "O", "O", "C", "H", "H", "H", "H", "H", "H", "H", "H", "C", "C", "O", "C", "O", "O", "C", "H", "H", "H", "H", "H", "H", "H", "H"],
  "xyz": [[6.837, -0.394, -0.194], [5.907, 0.217, -1.063], [6.640, 0.949, -1.997], [5.284, -0.812, -1.759], [4.910, 1.133, -0.212], [5.619, 2.348, 0.014], [4.662, 0.595, 1.051], [3.572, 1.540, -0.979], [3.804, 1.847, -2.346], [3.107, 2.756, -0.372], [2.111, 0.278, -0.783], [1.771, -0.001, 0.615], [2.546, -0.937, -1.504], [0.918, 0.756, -1.512], [-2.972, -2.631, -3.880], [-2.841, -1.832, -2.598], [-2.153, -0.595, -2.826], [-2.878, 0.370, -3.408], [-4.033, 0.289, -3.742], [-2.085, 1.439, -3.582], [-2.707, 2.509, -4.291], [-1.993, -2.772, -4.345], [-3.414, -3.610, -3.682], [-3.598, -2.113, -4.608], [-2.240, -2.395, -1.880], [-3.814, -1.652, -2.133], [-3.652, 2.796, -3.827], [-2.862, 2.223, -5.333], [-2.033, 3.365, -4.262], [-2.870, 0.926, 4.718], [-2.743, -0.348, 3.906], [-1.430, -0.478, 3.347], [-0.475, -0.872, 4.201], [-0.627, -1.126, 5.369], [0.690, -0.908, 3.536], [1.815, -1.213, 4.359], [-2.579, 1.793, 4.120], [-3.897, 1.062, 5.064], [-2.214, 0.908, 5.591], [-3.438, -0.312, 3.064], [-2.999, -1.232, 4.497], [1.658, -2.136, 4.920], [2.016, -0.382, 5.037], [2.679, -1.347, 3.708]],
  "lumo_ev": 0.502,
  "homo_lumo_gap_ev": 11.52,
  "smiles": "FC(F)(F)C(F)(F)C(F)(F)[SiH3].CCOC(=O)OC.CCOC(=O)OC",
  "charge": 0,
  "energy_ha": -1870.51517
}

{
  "formula": "C11H19KN4O5",
  "method": "ωB97M-V with the def2-TZVPD basis set",
  "symbols": ["K", "C", "O", "H", "H", "H", "C", "N", "O", "O", "H", "H", "H", "C", "N", "O", "O", "H", "H", "H", "N", "C", "C", "C", "C", "H", "H", "H", "H", "H", "N", "C", "C", "C", "C", "H", "H", "H", "H", "H"],
  "xyz": [[1.626, -1.379, 4.451], [0.408, 0.124, -0.656], [1.270, -0.744, 0.171], [-0.611, 0.197, -0.276], [0.573, 1.187, -0.479], [0.417, -0.119, -1.719], [-4.216, -2.190, 1.791], [-3.354, -3.424, 1.927], [-3.338, -4.014, 3.007], [-2.636, -3.827, 0.999], [-5.051, -2.408, 2.457], [-4.493, -2.146, 0.737], [-3.551, -1.439, 2.215], [4.957, 3.876, -0.023], [6.045, 4.035, 1.011], [6.285, 3.102, 1.791], [6.673, 5.084, 0.996], [5.426, 4.390, -0.861], [4.033, 4.427, 0.155], [4.831, 2.831, -0.308], [2.739, -4.791, -5.012], [1.816, -3.784, -4.855], [0.646, -4.248, -5.466], [0.791, -5.615, -5.704], [2.080, -5.953, -5.446], [3.621, -4.837, -4.522], [2.070, -2.765, -4.604], [-0.285, -3.722, -5.619], [0.027, -6.307, -6.029], [2.596, -6.902, -5.461], [-2.758, 3.248, 4.160], [-3.849, 4.064, 4.453], [-4.005, 5.011, 3.450], [-2.816, 4.885, 2.642], [-2.126, 3.735, 2.974], [-2.498, 2.435, 4.700], [-4.481, 3.818, 5.294], [-4.904, 5.583, 3.272], [-2.691, 5.427, 1.717], [-1.267, 3.154, 2.672]],
  "lumo_ev": -1.899,
  "homo_lumo_gap_ev": 3.43,
  "charge": 0,
  "energy_ha": -1625.30708
}

{
  "formula": "C11H19LaNSi",
  "method": "ωB97M-V with the def2-TZVPD basis set",
  "symbols": ["C", "C", "C", "C", "C", "La", "C", "C", "C", "N", "H", "H", "H", "H", "H", "H", "H", "H", "H", "H", "C", "Si", "C", "C", "H", "H", "H", "H", "H", "H", "H", "H", "H"],
  "xyz": [[-1.863, 1.830, -1.724], [-0.706, 2.664, -1.895], [-0.236, 3.040, -0.593], [-1.098, 2.431, 0.392], [-2.118, 1.700, -0.317], [0.130, 0.323, -0.579], [1.038, -1.267, -3.871], [-0.245, -1.798, -4.071], [-1.626, -2.148, -4.097], [-1.211, -1.263, 0.288], [0.642, 3.648, -0.376], [-0.302, 2.991, -2.852], [-0.992, 2.479, 1.477], [-2.907, 1.103, 0.133], [-2.451, 1.373, -2.517], [1.249, -0.342, -4.361], [-1.901, -2.073, -0.599], [1.653, -1.006, -2.532], [-1.970, -2.375, -5.048], [-2.280, -2.391, -3.244], [2.196, 0.823, 2.573], [0.944, -0.546, 2.155], [1.913, -2.164, 2.067], [-0.206, -0.689, 3.634], [3.018, 0.865, 1.840], [2.623, 0.607, 3.567], [1.708, 1.810, 2.605], [2.309, -2.402, 3.069], [1.243, -2.971, 1.732], [2.754, -2.092, 1.358], [0.383, -0.923, 4.541], [-0.753, 0.256, 3.790], [-0.937, -1.494, 3.454]],
  "lumo_ev": [2.327, 2.235],
  "homo_lumo_gap_ev": [5.89, 4.91],
  "charge": -1,
  "energy_ha": -806.07590
}

{
  "formula": "C11H19N2",
  "method": "ωB97M-V with the def2-TZVPD basis set",
  "symbols": ["C", "C", "C", "C", "C", "C", "C", "C", "C", "C", "C", "N", "N", "H", "H", "H", "H", "H", "H", "H", "H", "H", "H", "H", "H", "H", "H", "H", "H", "H", "H", "H"],
  "xyz": [[-2.854, -0.490, 1.454], [-1.048, 1.746, 1.054], [-0.520, -1.776, 1.179], [0.476, -1.353, 0.124], [-1.371, -0.629, 1.428], [0.638, 0.154, 0.340], [-3.978, -0.599, 0.565], [1.713, 0.444, 1.490], [2.839, 0.773, -2.717], [0.824, 0.867, -1.046], [1.530, 0.129, -2.194], [-2.281, -0.423, 2.599], [-0.645, 0.494, 1.029], [-0.208, 2.351, 0.757], [-2.076, 2.051, 1.345], [-1.177, -2.530, 0.776], [-0.083, -1.997, 2.100], [1.435, -1.986, 0.145], [0.078, -1.577, -0.855], [-3.827, -0.016, -0.283], [-5.033, -0.443, 0.975], [-3.867, -1.574, 0.170], [1.760, 1.564, 1.530], [2.741, 0.155, 1.292], [1.244, -0.006, 2.453], [2.736, 1.764, -3.089], [3.195, 0.103, -3.440], [3.777, 0.623, -2.085], [-0.159, 1.143, -1.410], [1.288, 1.839, -0.778], [1.842, -0.909, -1.796], [1.012, 0.109, -3.114]],
  "lumo_ev": -4.552,
  "homo_lumo_gap_ev": 9.08,
  "smiles": "C=[N+]1[C@](C)(CCC)CC[C@@]12N=C2C",
  "charge": 1,
  "energy_ha": -539.67935
}

no.,molecular weight (g mol⁻¹)
1,449.6
2,286.3
3,408.3
4,326.4
5,332.3
6,179.3